No. 1
This record from the OMol25 dataset describes a gas-phase ion, C8H14NO (charge +1). The level of theory is ωB97M-V/def2-TZVPD.

```
24
Properties=species:S:1:pos:R:3:forces:R:3:nbo_charge:R:1
O 2.04876 1.02208 -0.26549 -0.3 1.0 -0.8 -0.6486
N -0.55843 -0.14217 0.21366 -2.1 0.6 0.9 -0.4437
C 2.70213 -1.17666 0.37339 1.1 -2.3 -0.2 -0.4128
C -1.73664 1.88189 -0.66181 -2.0 -0.2 0.5 -0.6202
C -1.79640 0.34490 -0.50364 0.4 0.5 0.7 -0.0489
C 2.74468 -0.09200 -0.41630 1.9 1.0 -1.2 0.2417
C -0.41851 -0.37301 1.47892 1.9 -0.8 -0.8 0.2198
C 0.75545 -0.91332 2.08120 -1.4 -1.0 2.2 -0.3888
C 1.89387 -1.35498 1.56767 3.7 -0.7 -1.3 -0.0437
C -1.99103 -0.24050 -1.87748 -1.9 2.3 0.6 -0.6132
H -2.63254 0.05843 0.12580 0.0 -0.1 0.3 0.2146
H -2.18024 -1.27037 -1.88275 0.0 -1.5 -0.1 0.2320
H -0.89382 2.04689 -1.32009 0.3 0.8 0.2 0.2208
H 1.42518 1.13964 0.45146 0.1 -0.4 0.6 0.4981
H 0.24212 -0.33807 -0.29189 1.7 -0.4 -1.9 0.4097
H 0.66034 -1.36482 3.11469 -0.6 1.2 -1.1 0.2651
H 2.54233 -1.97571 2.20846 -0.9 0.1 0.2 0.2418
H -1.72663 2.37574 0.36574 0.3 -0.3 -1.6 0.2294
H -1.21222 -0.28230 2.12753 -2.0 0.6 1.1 0.2256
H 3.52731 0.13835 -1.25103 -1.5 -1.1 1.6 0.2379
H 3.51164 -2.04587 0.21254 -2.0 2.3 0.2 0.2735
H -1.18611 0.08821 -2.53198 -0.3 -0.1 -0.4 0.2219
H -3.02181 0.28840 -2.06109 2.0 -1.2 -0.7 0.2424
H -2.69943 2.18527 -1.25749 1.8 -0.3 1.4 0.2458
```
Forces are in eV/Å.

Calculated values
* charge: +1
* multiplicity: 1
* HOMO-LUMO gap (spin up / spin down): 8.194 / 8.195 eV
* LUMO (spin up / spin down): -5.010 / -5.009 eV
* structure (SMILES): CC(C)/[NH+]=C/C=C\C=C/O

=====

No. 2
This record from the OMol25 dataset describes a molecular structure, C39H39BBrF14N3OSrTe. The level of theory is ωB97M-V/def2-TZVPD.

```
100
Properties=species:S:1:pos:R:3:forces:R:3:lowdin_charge:R:1
Te 0.14842 3.68079 -1.24903 0.2 0.1 0.0 1.3439
Sr 0.47834 0.13651 -0.95264 0.2 -0.8 -0.6 1.3786
Br 4.20909 -1.86011 -1.22655 0.0 0.0 0.0 0.7673
F -4.35342 1.43376 1.13200 0.0 0.0 0.0 0.0627
F -1.60011 0.67004 -2.70878 0.0 0.0 0.1 0.0078
F -0.19182 -7.07791 -0.94395 0.0 0.0 0.0 0.0802
F -1.39513 -6.38903 -3.30586 0.0 0.0 0.0 0.0633
F 1.16430 4.45390 1.58911 0.0 -0.1 0.0 0.0205
F -0.56311 -1.84825 -2.32580 0.0 -0.1 -0.1 0.0011
F 1.45478 3.71088 3.75243 0.0 0.0 0.0 0.0932
F 0.85972 -5.27540 0.68468 0.0 -0.1 -0.1 0.0443
F -5.96247 2.39720 -3.18050 0.0 0.0 0.0 0.0742
F -3.57382 1.56226 -4.25542 0.0 0.0 0.0 0.0981
F -6.25407 2.30955 -0.46038 0.0 0.0 0.0 0.0923
F -1.56093 -3.72236 -3.94934 0.0 0.0 0.0 0.0973
F -0.59753 3.50852 2.72297 0.0 0.0 0.0 0.0774
F 0.17501 5.58521 3.33261 0.0 0.0 0.0 0.0908
O 2.05210 -0.28149 -2.62343 0.2 0.3 -0.2 -0.3547
N 0.69408 -0.26946 1.50566 -0.3 0.5 0.4 -0.3712
N -1.78895 0.46130 -0.04004 -0.2 0.0 0.2 -0.1087
N 0.75488 -2.41925 -0.05218 -0.1 0.2 0.0 -0.0442
C -1.93831 5.27490 -2.45694 0.0 0.0 -0.1 -0.2952
C 6.26133 -1.75625 -6.15805 0.0 0.0 0.0 -0.5653
C -3.76538 1.50690 -2.92638 0.0 0.0 0.0 -0.1784
C 5.13264 -1.31155 -5.22863 0.0 0.0 0.0 -0.1985
C 6.27888 -3.28881 -6.25078 0.0 0.0 0.0 -0.0566
C 0.26464 -4.82076 -0.45284 0.0 0.0 0.0 -0.1357
C 2.99732 -0.56313 -3.45118 0.0 0.0 -0.1 -0.4301
C -3.30988 7.49869 -1.50055 0.0 0.0 0.0 -0.1030
C -4.96547 1.94584 -2.38934 0.0 0.0 0.0 -0.1667
C 1.22895 -2.65120 1.29397 -0.1 0.0 0.1 -0.2674
C -2.44930 6.21484 -3.34065 0.0 0.0 0.0 -0.0500
C 4.12172 -1.32208 -3.04906 0.0 0.0 0.0 -0.5693
C 6.09976 -1.19712 -7.57218 0.0 0.0 0.0 -0.0777
C -0.88582 -5.44241 -2.48231 0.0 0.1 0.0 -0.1730
C 5.14654 -1.69302 -3.89230 0.0 0.0 0.0 -0.1127
C -1.54110 4.40358 -0.16360 0.0 0.0 -0.1 -0.3656
C -2.80271 6.56003 -0.61003 0.0 0.0 0.0 -0.0345
C -0.27711 -5.77686 -1.29117 0.0 -0.1 0.1 -0.1690
C -5.10306 1.89189 -1.01667 0.0 0.0 0.0 -0.1619
C -0.94776 -4.09304 -2.81301 0.0 -0.2 0.0 -0.1634
C -2.11967 5.44690 -1.07968 0.0 0.0 0.0 -0.2834
C -0.40626 -3.15354 -1.97993 0.1 0.0 0.2 -0.1326
C -3.13512 7.32610 -2.86469 0.0 0.0 0.0 -0.1078
C 1.15417 1.08139 1.78517 0.0 0.0 0.3 -0.1055
C 1.87031 0.73621 -5.35056 0.0 0.0 0.0 -0.5260
C 7.61246 -1.27502 -5.61038 0.0 0.0 0.0 -0.0596
C 0.53363 -0.01063 -5.24672 0.0 0.0 0.0 -0.0328
C 1.64791 -1.30207 1.87596 -0.1 0.0 -0.2 -0.1984
C -0.67476 -0.52031 1.96054 -0.1 0.2 0.2 -0.1854
C 0.26177 -3.43044 -0.74401 -0.1 -0.1 -0.3 -0.2201
C -1.17042 4.05840 -2.90400 0.0 0.0 0.1 -0.4016
C -2.76928 1.03706 -2.10877 0.0 0.0 0.0 -0.1683
C 1.80865 2.05026 -4.55629 0.0 0.0 0.0 -0.0430
C -4.09492 1.41580 -0.19883 0.0 0.0 0.0 -0.1446
C 2.06482 1.12111 -6.81968 0.0 0.0 0.0 -0.0817
C -2.84693 0.93902 -0.68739 0.1 0.0 -0.1 -0.2377
C 4.05380 -0.53451 -5.64763 0.0 0.0 0.0 0.0044
C 3.00731 -0.14465 -4.81964 0.0 0.0 0.0 -0.0853
C -1.77285 0.39973 1.40986 0.0 0.1 0.2 -0.2401
B 0.55416 4.31784 2.86626 0.0 0.1 0.0 -1.2743
H 0.96768 2.65765 -4.90589 0.0 0.0 0.0 0.0736
H -0.76717 -0.40776 3.05523 0.2 -0.2 0.0 0.1297
H 1.78579 -1.35426 2.96869 0.0 -0.1 0.0 0.1237
H 0.54206 -0.88968 -5.89654 0.0 0.0 0.0 0.0910
H -0.91881 -1.54383 1.68346 0.0 0.0 0.0 0.1061
H 5.95600 -2.28938 -3.48858 0.0 0.0 0.0 0.0909
H 4.02756 -0.21121 -6.67745 0.0 0.0 0.0 0.0753
H 0.34665 -0.34815 -4.23162 0.0 0.0 0.0 0.0530
H -1.66524 1.39773 1.85507 0.0 0.0 0.0 0.1050
H 2.60747 -1.02068 1.43060 0.0 0.0 0.0 0.0946
H 1.20869 1.33319 2.85137 0.0 0.0 0.0 0.1025
H 2.14829 1.23452 1.35152 0.0 0.0 0.0 0.1028
H -0.62008 4.20621 -3.83010 0.0 0.1 0.0 0.0475
H 7.09526 -3.62934 -6.89598 0.0 0.0 0.0 0.0752
H 1.22422 1.74509 -7.13323 0.0 0.0 0.0 0.0808
H -0.29237 0.63649 -5.55680 0.0 0.0 0.0 0.0855
H 0.45404 -3.10430 1.93632 0.1 0.0 -0.1 0.1084
H 6.41095 -3.74052 -5.26674 0.0 0.0 0.0 0.0759
H 5.33600 -3.65652 -6.66005 0.0 0.0 0.0 0.0877
H -2.68158 -0.03080 1.84580 -0.1 0.1 -0.1 0.1119
H -2.30305 6.08099 -4.40645 0.0 0.0 0.0 0.1069
H -3.83160 8.37079 -1.12539 0.0 0.0 0.0 0.0917
H 1.68689 1.86532 -3.49226 0.0 0.0 0.0 0.0406
H -2.92193 6.69638 0.45802 0.0 0.0 0.0 0.1158
H 6.09565 -0.10523 -7.57244 0.0 0.0 0.0 0.0843
H 2.98338 1.69236 -6.97594 0.0 0.0 0.0 0.0814
H 7.62111 -0.18715 -5.51886 0.0 0.0 0.0 0.0873
H 8.42725 -1.57530 -6.27694 0.0 0.0 0.0 0.0748
H -1.23605 4.76676 0.81335 0.0 0.0 -0.1 0.0494
H 2.08645 0.24321 -7.46951 0.0 0.0 0.0 0.0804
H -2.23174 3.56728 -0.03721 0.0 0.0 0.1 0.0596
H 7.81214 -1.69335 -4.62321 0.0 0.0 0.0 0.0731
H 2.72940 2.62250 -4.69724 0.0 0.0 0.0 0.0917
H 2.09023 -3.32736 1.35048 0.1 0.0 0.0 0.1063
H 6.93283 -1.53283 -8.19555 0.0 0.0 0.0 0.0765
H -1.83934 3.20796 -3.02062 0.1 0.0 -0.1 0.0331
H -3.52221 8.06083 -3.56042 0.0 0.0 0.0 0.0901
H 0.46130 1.79723 1.34054 0.0 0.2 0.0 0.0368
H 5.17321 -1.54197 -8.03521 0.0 0.0 0.0 0.0830
```
Forces are in eV/Å.

Calculated values
* charge: -2
* multiplicity: 1
* HOMO-LUMO gap: 6.108 eV
* LUMO: 3.700 eV

=====

No. 3
This record from the OMol25 dataset describes a molecular structure, C3H7NOS. The level of theory is ωB97M-V/def2-TZVPD.

```
13
Properties=species:S:1:pos:R:3:forces:R:3:nbo_charge:R:1
S 0.93978 -0.88097 0.45185 0.7 1.3 -3.0 0.4389
O 0.43678 1.71272 -1.54684 1.8 -2.1 -0.9 -0.7598
N -0.58113 -0.27840 0.54178 -0.8 -0.7 1.3 -0.6162
C 1.24659 -1.51807 2.02754 4.4 1.0 -0.4 -0.7778
C -0.92881 1.21538 -1.58180 -0.4 -2.1 -2.2 -0.1207
C -1.28083 0.35633 -0.26211 -1.1 4.0 -2.6 0.0895
H 0.46166 -2.16739 2.10237 -2.0 -1.6 1.8 0.2335
H 1.27461 0.98290 -1.76034 -4.3 2.7 0.9 0.4962
H 1.49837 -0.64699 2.74651 -0.6 -2.1 -0.7 0.2439
H 2.20530 -2.19776 1.69689 -2.0 1.7 1.4 0.2346
H -2.29037 0.83159 -0.09742 0.4 -1.7 1.2 0.1610
H -1.06396 0.42998 -2.61295 0.1 2.4 2.8 0.1736
H -1.91798 2.16069 -1.70547 3.7 -2.7 0.4 0.2033
```
Forces are in eV/Å.

Calculated values
* multiplicity: 1
* HOMO-LUMO gap: 9.059 eV
* LUMO: 0.645 eV

=====

No. 4
This record from the OMol25 dataset describes 2 unconnected molecules or ions with the total composition C2H5IS. The level of theory is ωB97M-V/def2-TZVPD.

```
9
Properties=species:S:1:pos:R:3:forces:R:3:nbo_charge:R:1
I 4.24848 0.20444 0.14199 0.1 0.2 0.0 -0.1025
S -1.39449 0.66219 0.40197 -1.6 -1.2 0.9 0.0118
C -1.80732 -0.70145 -0.69748 -0.6 0.0 2.0 -0.3132
C -2.64946 -1.71969 -0.47327 0.8 -0.7 -3.1 -0.4331
H -1.17363 -0.56691 -1.52482 0.1 -0.4 -1.5 0.2055
H -2.82284 -2.44591 -1.37955 0.4 1.4 2.0 0.2096
H -3.15364 -1.96901 0.42872 -0.4 0.3 0.6 0.2093
H -0.45215 1.06390 -0.36755 1.3 0.7 -0.9 0.1102
H 5.11742 1.55876 -0.02818 -0.1 -0.2 0.0 0.1024
```
Forces are in eV/Å.

Calculated values
* multiplicity: 1
* HOMO-LUMO gap: 9.250 eV
* LUMO: 0.502 eV
* structure (SMILES): C=CS.I

=====

No. 5
This record from the OMol25 dataset describes 10 unconnected molecules or ions with the total composition C36H60O30. The level of theory is ωB97M-V/def2-TZVPD.

```
126
Properties=species:S:1:pos:R:3:forces:R:3:lowdin_charge:R:1
O -3.96420 -7.16507 -8.91839 4.3 -3.7 1.5 0.0455
O -2.53722 -8.98407 -9.30913 0.0 0.1 0.5 -0.0005
O 3.35175 6.39321 -7.77401 -0.7 -1.9 -0.6 0.0978
O -6.38764 -9.20686 3.80770 -2.3 1.7 2.1 0.0945
O -5.11565 -8.62672 2.13222 -0.2 -0.3 -0.6 0.1695
O -1.70650 7.71242 6.67051 -0.9 -0.4 -1.2 0.0903
O 11.21593 5.33943 -2.15416 -0.3 -1.0 0.3 0.0097
O 1.59061 2.72791 -1.38408 0.2 0.8 -0.5 0.0001
O -0.11055 1.43406 -0.90914 1.8 0.9 0.2 -0.0294
O -3.13676 -3.67557 9.45623 -0.6 -0.7 1.5 0.0839
O -6.87577 -1.96921 -3.70450 1.1 0.3 -1.4 0.0593
O 2.18428 4.52740 -8.42315 -1.5 -0.2 -0.1 0.0291
O 6.06582 -5.83572 0.27249 1.5 1.1 -0.4 0.0718
O 9.83369 6.81038 -3.10652 0.5 -1.8 0.8 -0.0354
O -2.40907 -8.03436 -7.35146 -0.4 -2.1 -2.5 -0.0077
O -0.98181 7.38216 8.66173 0.0 -2.4 3.5 0.1008
O -6.79706 0.25389 -3.74812 -1.3 0.2 0.3 0.0964
O -2.63582 -3.04628 7.41267 0.6 0.8 0.8 0.0562
O 4.32907 4.60502 -8.79270 -1.2 -1.1 0.1 -0.0369
O 2.52755 10.27367 2.36991 -1.1 -0.2 0.5 0.0561
O 1.82993 1.42439 0.43998 -1.8 0.2 -2.1 0.0860
O 5.53121 -8.03082 0.11710 -1.1 3.2 0.8 0.1287
O 11.16902 7.45887 -1.41219 -0.3 -0.4 0.4 0.1190
O 3.70407 10.32937 0.53670 0.7 0.0 -0.1 0.0801
O -2.87423 -1.50292 9.03404 0.2 0.2 0.1 0.1639
O 4.65720 9.47098 2.46180 -3.6 1.8 -2.7 0.0852
O -6.06537 -10.74579 2.25746 0.2 1.6 0.2 0.0705
O -5.25483 -0.90960 -4.90054 -1.5 0.2 1.1 0.1441
O -0.68922 9.38372 7.78549 -1.2 -1.5 -0.1 0.1292
O 4.22410 -6.48271 1.27663 0.4 -1.1 -1.0 0.0715
C 4.19715 -4.84792 3.02751 1.0 0.4 0.6 -0.0344
C -7.03930 -10.35299 4.33897 1.1 -0.2 0.4 -0.0821
C -7.92286 -0.14849 -2.94698 -0.6 0.6 1.4 -0.0868
C 1.17996 1.79535 -0.54525 0.0 -0.5 2.3 -0.5458
C -3.71224 -6.03302 9.20613 -1.0 -0.5 0.2 -0.0257
C 12.16466 4.90179 -1.14265 0.7 -0.4 -0.3 -0.0281
C 5.27305 -6.88664 0.47788 0.1 -2.1 0.8 -0.5053
C -3.03986 -7.99711 -8.56674 -3.2 3.1 -0.8 -0.4726
C -1.38550 5.49328 5.67584 -0.6 0.1 1.1 -0.0163
C -1.13638 8.25125 7.73657 1.6 3.5 -1.6 -0.6314
C -1.96338 6.30953 6.87504 1.0 -0.4 -0.9 -0.2768
C -2.87781 -9.17469 -10.68517 -0.9 0.8 -0.6 -0.0381
C 4.29264 -5.09129 1.53658 -0.6 0.6 0.6 -0.3352
C 2.03767 10.56436 -1.09356 -0.3 -0.9 -1.3 -0.0463
C 0.89887 5.06323 -8.02273 -0.7 1.0 1.0 -0.0314
C -0.83254 0.51860 -0.08965 -0.2 0.6 0.5 -0.0542
C 1.63186 10.97985 1.46085 1.7 -0.4 -0.1 -0.0180
C -8.32358 -2.58395 -2.01897 -0.7 1.1 -0.1 -0.0101
C -6.27190 -12.67361 3.76314 -0.3 -0.8 -1.0 -0.0280
C -2.37353 -6.91514 -6.57285 -0.3 2.7 1.1 -0.0992
C -6.90008 -11.36057 3.22184 0.3 -1.8 1.0 -0.3298
C -1.23764 6.04922 8.21078 0.0 0.1 -1.4 -0.0604
C 3.69636 9.97953 1.82633 3.4 -1.5 2.2 -0.5379
C -2.98439 -4.40860 7.36878 0.5 -0.5 -1.1 -0.1061
C -8.14357 -1.61528 -3.19811 0.2 -0.6 0.4 -0.3418
C 5.67593 5.08522 -8.66412 -0.7 0.8 -0.1 -0.0386
C -2.85478 -2.63832 8.68744 -0.4 0.9 -0.8 -0.5962
C 9.44276 8.12135 -3.53749 0.1 -0.6 -0.2 -0.0373
C 5.59560 -4.60800 0.84330 -2.6 -0.7 0.4 -0.0598
C 2.53976 11.08265 0.16955 0.1 0.5 2.0 -0.3230
C 3.25140 5.27144 -8.26495 2.8 2.2 0.3 -0.5760
C -6.23402 -0.85409 -4.19145 2.1 -1.7 -1.3 -0.5489
C -2.80280 -4.92436 8.80244 0.3 1.2 -0.7 -0.2871
C 10.73828 6.57363 -2.10988 0.7 2.6 -0.9 -0.5869
C -5.82906 -9.40575 2.67501 1.5 -1.9 -2.0 -0.5647
C 2.90078 3.32566 -1.17807 0.7 -1.1 -0.2 -0.0199
H -0.73689 0.76667 0.96742 1.0 -0.6 0.1 0.0925
H 5.16870 -4.95092 3.51079 0.2 -0.7 0.0 0.0821
H -9.19773 -2.37545 -1.40213 -0.3 0.1 -0.3 0.0817
H 4.01178 -3.79949 3.26102 -0.6 0.1 -0.3 0.0867
H 6.41018 4.39854 -9.08538 -0.7 -0.6 0.0 0.0886
H -1.42933 -6.79354 -6.04200 0.3 -0.6 -0.4 0.0944
H -2.51017 -10.15041 -11.00287 0.2 0.3 0.3 0.0965
H 2.84001 12.11665 -0.00012 0.2 0.1 0.3 0.1510
H -8.83108 0.40522 -3.18500 0.4 0.4 0.0 0.1375
H 3.64983 2.53781 -1.25752 0.0 -0.2 0.1 0.0915
H 1.46189 11.90665 2.00878 -0.3 0.1 -0.6 0.1310
H -8.42515 -3.58031 -2.44913 0.3 0.0 0.4 0.0900
H -8.90706 -1.71791 -3.96924 0.0 -0.4 -0.1 0.1522
H -3.93794 -9.10328 -10.92834 -0.4 -0.4 0.8 0.0904
H -3.11663 -6.88912 -5.77583 -0.4 -0.3 -0.2 0.0971
H -4.02499 -4.37463 7.04614 -0.2 -0.9 0.1 0.1401
H 10.27117 8.57789 -4.07918 0.0 0.2 0.3 0.0959
H -7.64881 -0.02310 -1.89947 0.0 0.4 0.1 0.1350
H -4.71207 -5.84370 8.81547 -0.1 0.3 0.2 0.0882
H -1.84445 5.39498 8.83678 0.2 0.6 0.6 0.1371
H 3.07706 3.80160 -0.21343 -0.7 0.0 0.0 0.0973
H -1.76127 -5.04453 9.10058 0.1 -0.6 -0.4 0.1601
H -3.78982 -6.16447 10.28538 0.1 0.3 0.0 0.0910
H -7.89034 -11.56700 2.81578 0.1 -0.1 -0.4 0.1482
H -2.49579 -6.02505 -7.19002 -0.2 0.1 0.1 0.0985
H 3.47044 -5.48391 3.53301 0.0 0.1 -0.2 0.0897
H -3.03659 6.14034 6.96270 0.0 0.2 -0.1 0.1466
H 3.13428 4.00014 -2.00187 -0.7 0.1 0.1 0.0924
H 0.05069 4.40214 -8.20064 0.8 -0.6 -0.4 0.0932
H -6.25513 -13.45509 3.00346 0.4 0.4 -0.7 0.0762
H -2.33115 -4.81334 6.59575 -0.3 -0.6 0.2 0.1408
H 1.17280 11.16365 -1.37809 0.0 -0.2 -0.4 0.0992
H 6.16119 -4.09419 1.62060 1.0 -0.5 -0.5 0.1294
H -0.29584 5.51418 5.65839 0.0 0.4 -0.1 0.0851
H -1.82989 5.79594 4.72768 0.2 0.1 0.1 0.0819
H 9.02061 8.76167 -2.76298 0.3 -0.2 0.1 0.0956
H 12.40244 3.85607 -1.33774 -0.8 -0.1 -0.2 0.0874
H 5.73429 5.96846 -9.30018 0.3 0.4 0.6 0.0942
H -2.53753 -8.34736 -11.30793 0.9 -0.1 0.2 0.0955
H -0.57452 -0.48591 -0.42503 -0.2 0.0 0.6 0.1009
H -0.25946 5.60560 8.02514 0.0 -0.2 0.1 0.1327
H 13.16516 5.32024 -1.25230 -0.3 0.9 -0.2 0.0918
H 5.90216 5.22633 -7.60723 0.1 0.5 -0.2 0.0962
H 2.84527 10.60769 -1.82433 -0.1 0.6 -0.2 0.0954
H -7.47981 -2.44373 -1.34332 0.2 -0.4 -0.2 0.0914
H -6.85823 -13.26683 4.46485 -0.4 0.9 0.7 0.0813
H 0.71755 10.40821 1.30161 0.1 0.0 0.1 0.1294
H -6.37917 -10.53036 5.18800 -0.5 -0.8 0.3 0.1363
H 11.86400 4.98765 -0.09846 -0.5 0.4 -0.3 0.0980
H -1.63784 4.44522 5.83711 -0.2 -0.1 0.0 0.0812
H -5.25562 -12.58801 4.14781 -0.1 0.4 0.0 0.0893
H 3.42100 -4.58862 1.11747 -0.1 -0.3 -0.5 0.1441
H 0.58329 6.02456 -8.42813 0.8 0.0 -0.9 0.0926
H -3.49431 -7.02597 8.81287 0.7 0.2 -0.2 0.0910
H -8.08306 -10.27533 4.64334 0.2 0.9 0.0 0.1388
H 1.83697 9.49301 -1.09952 -0.6 0.0 0.5 0.0979
H 8.67125 7.86871 -4.26485 -0.1 0.3 0.1 0.0903
H 0.83182 5.31955 -6.96543 0.7 -0.5 0.3 0.0912
H 5.26468 -3.91367 0.07096 0.7 -0.1 -0.2 0.1308
H -1.89688 0.74259 -0.16115 0.0 -0.2 -1.1 0.0884
```
Forces are in eV/Å.

Calculated values
* multiplicity: 1
* HOMO-LUMO gap: 10.663 eV
* LUMO: 0.202 eV
* structure (SMILES): C[C@H]1COC(=O)O1.C[C@H]1COC(=O)O1.C[C@H]1COC(=O)O1.C[C@H]1COC(=O)O1.C[C@H]1COC(=O)O1.C[C@H]1COC(=O)O1.COC(=O)OC.COC(=O)OC.COC(=O)OC.COC(=O)OC

=====

Energy relative to the best compared isomer or geometry (same formula, charge and spin) readings, ordered: 2.605; 0.339; 5.326; 1.093; 4.101 eV
Max |F| readings, ordered: 4.0; 1.1; 5.2; 3.3; 5.9 eV/Å